Below is a 11-piece molecular cluster, C41H114N12O11 overall at a distorted geometry, with properties calculated with wB97M-V/def2-TZVPD.

Computed properties:
relative energy (zero: lowest compared OMol25 entry of this formula, charge and spin): 601.0 kJ/mol
Kohn-Sham gap: 9.2 eV
SMILES: COC[C@H](C)N.COC[C@H](C)N.COC[C@H](C)N.COC[C@H](C)N.COC[C@H](C)N.COC[C@H](C)N.COC[C@H](C)N.COC[C@H](C)N.COC[C@H](C)N.COC[C@H](C)N.NC(N)=O
calculated total energy: -84759.3096 eV
largest force on an atom: 4.8 eV/Å
HOMO level: -8.72 eV

Structure (XYZ):
```
178
Properties=species:S:1:pos:R:3:mulliken_charge:R:1
C 6.79818 -8.06287 9.31018 0.416
O 7.09034 -7.17570 8.50208 -0.022
N 6.22223 -9.15218 8.89076 0.648
N 7.06370 -8.08799 10.58439 0.362
H 6.01737 -9.20225 7.90303 -0.623
H 5.83369 -9.75921 9.59833 -0.255
H 7.27654 -8.97387 11.02031 -0.249
H 7.42120 -7.23214 10.98417 -0.182
C 5.39717 -3.14304 5.32746 -1.111
C 4.39231 -2.65302 4.21032 0.306
C 5.17937 -2.71045 2.86018 -0.792
O 6.01713 -1.64749 2.79863 -0.363
C 6.48611 -1.29170 1.43980 -0.757
N 3.32223 -3.56205 4.16127 -0.781
H 6.23442 -2.47588 5.53237 0.481
H 5.84164 -4.07814 4.98668 0.175
H 4.99583 -3.31275 6.32657 0.237
H 4.05800 -1.62042 4.31065 0.307
H 4.44411 -2.64907 2.05785 0.555
H 5.78583 -3.60804 2.73923 0.312
H 5.64531 -1.18193 0.75489 0.286
H 7.07923 -2.16998 1.18494 0.318
H 7.20781 -0.47842 1.36360 0.268
H 3.44419 -4.21756 4.91990 0.354
H 3.52561 -4.19911 3.40437 0.316
C 4.57061 -5.83823 13.94436 -0.978
C 4.30097 -5.02921 12.71723 0.306
C 4.33546 -5.80724 11.30130 0.105
O 3.88342 -5.02693 10.17016 -0.515
C 4.02302 -5.53058 8.84895 1.076
N 2.99832 -4.41421 12.99552 -0.847
H 3.76204 -6.35671 14.45963 0.424
H 4.90257 -5.13280 14.70612 0.483
H 5.41386 -6.51680 13.81571 -0.190
H 5.03227 -4.22889 12.60421 0.315
H 3.58637 -6.59281 11.40053 0.442
H 5.24186 -6.37813 11.09978 -0.326
H 3.25916 -6.30793 8.86728 -0.588
H 5.06298 -5.85279 8.79630 -0.213
H 3.72950 -4.68436 8.22777 -0.024
H 2.79066 -4.12385 12.05072 0.306
H 3.05493 -3.56643 13.54156 0.268
C 11.39073 -7.43258 7.88782 -0.509
C 12.75992 -7.80796 8.56721 0.261
C 13.99650 -7.99405 7.54685 -0.996
O 13.69915 -8.84305 6.48137 -0.139
C 14.79132 -8.97858 5.59664 -0.870
N 12.91441 -6.76446 9.49914 -0.625
H 10.59390 -7.35816 8.62785 0.248
H 10.93593 -8.09991 7.15574 -0.397
H 11.45890 -6.43512 7.45361 0.496
H 12.65247 -8.76797 9.07212 0.325
H 14.84441 -8.37480 8.11622 0.384
H 14.17823 -6.96345 7.24201 0.359
H 15.24941 -9.88481 5.99286 0.340
H 15.40256 -8.08897 5.44472 0.352
H 14.35873 -9.14390 4.60991 0.211
H 12.87523 -5.85088 9.07028 0.352
H 12.04083 -6.84280 9.99995 0.222
C 7.28609 -3.31991 9.53661 -1.062
C 8.43559 -3.72498 8.63285 0.303
C 9.58814 -4.39742 9.42628 0.529
O 10.29023 -3.41150 10.16411 -0.431
C 11.41440 -3.72383 10.91475 -0.558
N 7.90873 -4.57962 7.59293 -0.189
H 6.38275 -3.02521 9.00255 0.260
H 7.45003 -2.64223 10.37445 0.405
H 6.97380 -4.25975 9.99189 -0.077
H 8.79813 -2.75110 8.30388 0.344
H 10.23445 -4.83658 8.66633 -0.138
H 9.31419 -5.26229 10.03047 -0.147
H 11.24980 -4.59691 11.54621 0.131
H 11.70567 -2.88302 11.54427 0.283
H 12.26840 -3.95225 10.27709 0.273
H 7.59658 -5.43284 8.03413 -0.152
H 8.66015 -5.00435 7.06845 0.334
C 9.63413 -10.74102 8.38334 -1.294
C 8.89296 -11.12741 7.17870 1.108
C 9.01784 -9.94960 6.10237 -0.607
O 10.40153 -9.94299 5.68115 -0.307
C 10.73363 -9.32300 4.49255 -0.529
N 9.28783 -12.39838 6.57288 -0.800
H 10.70463 -10.64695 8.20099 0.365
H 9.53761 -11.41003 9.23844 0.434
H 9.27406 -9.73616 8.60403 0.003
H 7.85078 -11.24959 7.47369 -0.377
H 8.66424 -8.96229 6.39951 0.347
H 8.49614 -10.44034 5.28071 0.439
H 10.35899 -9.80819 3.59126 0.345
H 11.82184 -9.26044 4.49344 -0.105
H 10.49231 -8.26685 4.61260 0.360
H 9.95447 -12.98367 7.05571 0.262
H 9.76180 -12.13435 5.72098 0.323
C 8.94231 -10.42750 13.62535 -1.234
C 9.64066 -9.04543 13.42433 0.519
C 8.73542 -7.80524 13.77060 -0.011
O 9.47429 -6.61632 13.36943 -0.415
C 8.80028 -5.45585 14.00206 -0.951
N 10.74888 -8.91364 14.37732 -0.868
H 9.56072 -11.30755 13.44880 0.360
H 7.98764 -10.42395 13.09932 0.043
H 8.63753 -10.44360 14.67174 0.353
H 10.17864 -9.05271 12.47638 0.220
H 8.62884 -7.75634 14.85427 0.538
H 7.73894 -7.75071 13.33226 -0.250
H 9.43646 -4.81806 14.61574 0.335
H 7.96730 -5.64532 14.67908 0.382
H 8.32642 -4.89969 13.19319 0.247
H 10.36489 -9.12074 15.28823 0.306
H 10.90564 -7.91682 14.33382 0.368
C 5.50693 -12.16376 12.55579 -1.289
C 4.39334 -11.30963 13.21796 0.500
C 4.68351 -9.76612 12.94553 -0.427
O 5.81921 -9.18019 13.61138 0.419
C 5.71544 -8.94479 15.01919 -1.067
N 3.04853 -11.64824 12.76351 -0.734
H 6.29492 -12.56829 13.19103 0.343
H 5.99955 -11.59733 11.76548 0.102
H 5.25749 -13.15239 12.17043 0.467
H 4.47459 -11.51638 14.28508 0.419
H 3.71795 -9.36978 13.25974 0.345
H 4.82953 -9.55980 11.88525 -0.248
H 6.55761 -8.37114 15.40623 0.178
H 5.64947 -9.83798 15.64044 0.267
H 4.80438 -8.38762 15.23744 0.418
H 3.09250 -11.73365 11.75809 0.054
H 2.39814 -10.94790 13.09002 0.333
C 0.29018 -9.80097 9.86799 -1.927
C 1.71313 -9.42136 9.45123 1.276
C 2.47389 -10.44589 8.60949 0.247
O 2.98450 -11.48203 9.49182 -0.033
C 2.09613 -12.56797 9.52295 -1.091
N 1.51702 -8.17814 8.73524 -0.461
H -0.14987 -8.85478 10.18293 0.529
H 0.23322 -10.48726 10.71290 0.408
H -0.35596 -10.17403 9.07337 0.411
H 2.28973 -9.15791 10.33792 -0.281
H 3.28416 -9.97143 8.05591 -1.055
H 1.74022 -10.81857 7.89469 0.472
H 2.38158 -13.24224 10.33040 0.370
H 2.18017 -13.02859 8.53863 0.410
H 1.01870 -12.40401 9.54167 0.325
H 0.65425 -8.12651 8.21271 0.253
H 1.54716 -7.41883 9.40055 0.223
C 6.53053 -10.28334 2.23053 -1.438
C 6.72315 -8.76340 2.00772 0.681
C 5.55228 -8.05412 1.41992 -0.645
O 5.31612 -8.29756 -0.03685 -0.419
C 4.18345 -7.53368 -0.49218 -0.724
N 7.37416 -8.14787 3.08801 -0.513
H 5.49604 -10.49139 2.50372 0.283
H 7.10546 -10.69742 3.05884 0.242
H 6.70904 -10.96499 1.39891 0.492
H 7.49252 -8.81773 1.23752 0.479
H 5.84755 -7.00494 1.40745 0.265
H 4.64734 -8.17360 2.01566 0.275
H 4.09428 -6.45957 -0.32962 0.256
H 3.33357 -7.95472 0.04495 0.330
H 4.23856 -7.79510 -1.54894 0.266
H 6.68505 -7.84276 3.76041 -0.131
H 8.03068 -8.74062 3.57558 0.305
C 3.71650 -6.65286 5.39190 -1.250
C 4.81892 -7.48209 6.04295 2.783
C 4.70366 -8.88539 5.44526 -1.603
O 5.53912 -9.85100 6.18399 0.080
C 5.30152 -11.18829 5.75680 -1.019
N 6.04058 -6.72304 5.76273 0.110
H 3.76193 -5.57776 5.56570 -0.453
H 2.73153 -6.93162 5.76636 0.328
H 3.82353 -6.70548 4.30844 0.429
H 4.70819 -7.56061 7.12447 -1.072
H 4.74198 -8.90501 4.35611 0.159
H 3.68327 -9.15703 5.71566 0.564
H 5.90114 -11.83861 6.39370 0.367
H 5.68883 -11.15719 4.73841 0.034
H 4.25663 -11.46440 5.61516 0.369
H 6.86123 -7.17017 6.14576 -0.488
H 6.16287 -5.83331 6.22481 0.224
```